Entry 1:
121
Properties=species:S:1:pos:R:3:mulliken_charge:R:1 method="wB97M-V/def2-TZVPD" total_charge=+1 homo_lumo_gap_ev=8.015 e_lumo_ev=-3.32
C -0.900 2.333 -3.818 -1.194
C -0.207 1.573 -2.978 -0.898
C -0.925 0.875 -1.837 -0.431
C 0.035 0.227 -0.830 -0.575
O 1.014 1.170 -0.567 -0.692
C 0.765 -0.914 -1.534 -0.168
O -0.094 -1.781 -2.220 -0.226
C 0.409 -2.240 -3.444 -0.066
O 1.050 -3.244 -3.482 -0.507
C 0.084 -1.404 -4.629 0.863
C -1.222 -1.305 -5.088 -0.146
C -1.492 -0.513 -6.192 -0.782
C -0.455 0.164 -6.821 -0.542
C 0.845 0.075 -6.350 -0.763
C 1.123 -0.712 -5.243 -0.277
O 1.677 -1.575 -0.710 -0.411
C 1.626 -1.472 0.687 1.465
N 2.159 -2.705 1.177 -0.222
C 2.974 -3.467 0.508 0.851
C 4.347 -3.107 0.042 -0.991
C 2.544 -4.883 0.277 -1.321
P 2.979 -0.254 1.221 0.376
O 3.765 0.048 0.006 -0.724
O 3.925 -0.906 2.308 -0.560
O 2.407 1.085 1.845 0.124
C 0.140 -1.352 1.199 -0.917
Br -0.523 -3.208 0.487 0.099
C -0.216 -1.656 2.651 -0.907
C -0.087 -0.817 3.916 -0.404
O -1.063 -0.452 4.495 -0.469
I 1.794 -0.526 4.889 0.080
N -0.675 -0.189 0.493 1.723
C -2.051 -0.805 0.148 -0.989
C -3.311 0.077 -0.036 -1.307
C -4.155 0.292 1.231 -1.226
S -5.694 1.078 0.758 1.555
O -6.020 0.706 -0.584 -0.677
O -6.708 0.777 1.715 -0.668
O -5.363 2.634 0.724 -0.409
C -1.071 1.035 1.372 -2.200
C -0.220 2.167 1.918 -0.442
C 0.060 2.314 3.270 0.150
C 0.770 3.402 3.753 -1.498
C 1.223 4.405 2.905 0.956
C 2.021 5.563 3.437 -1.550
C 0.886 4.303 1.553 -1.276
C 0.173 3.218 1.087 -0.080
H -0.477 2.575 -4.783 0.348
H -1.876 2.724 -3.558 0.305
H 0.866 1.488 -3.079 0.384
H -1.626 0.167 -2.267 0.686
H -1.502 1.667 -1.359 0.829
H 1.925 0.846 -0.715 0.771
H 1.390 -0.443 -2.298 0.485
H -2.032 -1.828 -4.596 0.563
H -2.498 -0.411 -6.572 0.442
H -0.658 0.766 -7.696 0.432
H 1.656 0.599 -6.835 0.420
H 2.124 -0.806 -4.844 0.546
H 4.854 -2.439 0.729 0.297
H 4.314 -2.663 -0.957 0.221
H 4.945 -4.011 -0.053 0.288
H 2.230 -5.311 1.230 0.318
H 3.332 -5.483 -0.164 0.352
H 1.687 -4.820 -0.396 0.240
H 3.482 -1.555 2.875 0.337
H 3.037 1.810 1.713 0.395
H 0.344 -2.564 2.894 0.889
H -1.248 -2.003 2.682 0.477
H -2.345 -1.444 0.970 1.455
H -1.947 -1.364 -0.770 0.452
H -3.176 1.030 -0.535 0.247
H -3.965 -0.490 -0.699 0.889
H -4.465 -0.651 1.677 0.325
H -3.689 0.960 1.952 0.299
H -4.662 2.859 1.353 0.346
H -1.690 1.602 0.686 0.756
H -1.682 0.629 2.171 1.352
H -0.305 1.612 3.998 0.852
H 0.973 3.480 4.814 0.426
H 2.787 5.836 2.712 0.400
H 2.563 5.240 4.325 0.410
H 1.402 6.423 3.679 0.292
H 1.189 5.083 0.868 0.483
H -0.084 3.190 0.037 0.302
C -8.627 3.352 2.427 -0.539
C -10.114 3.497 2.772 0.815
C -10.888 4.662 2.150 0.106
F -10.372 5.849 2.529 -0.222
F -12.168 4.607 2.575 -0.264
F -10.270 3.506 4.113 -0.279
F -10.718 2.366 2.306 -0.324
O -7.673 3.847 3.355 -0.373
C -7.265 5.145 3.370 0.803
C -7.639 5.861 4.675 0.197
F -8.968 5.834 4.866 -0.215
F -7.241 7.150 4.590 -0.266
F -7.688 5.825 2.292 -0.296
F -5.902 5.130 3.318 -0.315
H -8.436 2.282 2.421 0.272
H -8.415 3.696 1.414 0.395
H -10.877 4.592 1.058 0.288
H -7.143 5.380 5.520 0.240
C 10.151 -5.310 -1.910 -0.684
C 9.797 -5.169 -3.398 0.866
C 9.010 -3.929 -3.832 0.072
F 7.804 -3.876 -3.227 -0.194
F 8.805 -3.989 -5.164 -0.267
F 9.171 -6.285 -3.826 -0.269
F 10.985 -5.090 -4.061 -0.322
O 9.332 -6.147 -1.112 -0.382
C 8.190 -5.703 -0.519 0.776
C 6.949 -6.428 -1.056 0.156
F 6.825 -6.268 -2.382 -0.209
F 5.845 -5.889 -0.465 -0.263
F 8.052 -4.366 -0.604 -0.266
F 8.266 -6.011 0.797 -0.315
H 11.116 -5.813 -1.905 0.396
H 10.313 -4.338 -1.443 0.329
H 9.571 -3.018 -3.604 0.279
H 7.000 -7.493 -0.828 0.234

***

Entry 2:
91
Properties=species:S:1:pos:R:3:mulliken_charge:R:1 method="wB97M-V/def2-TZVPD" total_charge=+1 e_above_lowest_kcal_mol=28.03 homo_lumo_gap_ev=7.588 e_lumo_ev=-3.07
C -1.838 -4.959 1.794 -1.314
C -2.843 -4.053 1.066 2.127
C -4.227 -4.707 1.047 -2.045
C -2.986 -2.670 1.703 -1.480
C -2.332 -3.895 -0.346 -0.780
N -2.851 -4.634 -1.351 0.111
C -2.075 -4.531 -2.498 -0.285
C -1.017 -3.641 -2.226 0.090
C -0.005 -3.530 -3.182 -0.064
C -0.045 -4.337 -4.338 -0.884
C -1.103 -5.243 -4.566 -0.504
C -2.140 -5.353 -3.631 -0.751
C -1.155 -3.236 -0.814 0.862
C -0.125 -2.693 0.034 1.367
C 1.261 -3.083 -0.324 -0.364
C 1.564 -4.416 -0.684 -0.200
C 2.875 -4.843 -0.879 -1.061
C 3.958 -3.970 -0.732 1.014
C 5.346 -4.512 -0.941 -1.516
C 3.686 -2.641 -0.377 -1.405
C 2.362 -2.220 -0.211 0.122
H -0.860 -4.477 1.921 0.270
H -2.231 -5.218 2.790 0.434
H -1.683 -5.899 1.226 0.315
H -4.947 -4.129 0.454 0.398
H -4.200 -5.737 0.682 0.411
H -4.612 -4.749 2.073 0.440
H -3.547 -1.999 1.037 0.350
H -3.549 -2.747 2.641 0.498
H -2.032 -2.190 1.933 0.105
H -3.657 -5.258 -1.306 0.287
H 0.822 -2.844 -3.003 0.502
H 0.784 -4.309 -5.054 0.395
H -1.134 -5.826 -5.495 0.383
H -3.001 -6.002 -3.796 0.372
H -0.324 -2.789 1.170 -0.107
H 0.745 -5.121 -0.823 0.411
H 3.054 -5.885 -1.172 0.392
H 6.115 -3.841 -0.545 0.363
H 5.433 -5.502 -0.458 0.379
H 5.528 -4.661 -2.014 0.299
H 4.479 -1.904 -0.232 0.397
H 2.164 -1.182 0.012 0.700
H -2.543 3.758 -0.459 1.081
C -1.561 4.220 -0.214 -0.251
C -0.951 3.452 0.964 0.494
O -1.907 3.513 2.015 -0.674
C -0.528 2.019 0.696 1.409
C -1.048 1.255 -0.330 -1.505
C -0.709 -0.107 -0.424 -0.626
N 0.093 -0.748 0.440 0.195
C 0.663 0.005 1.461 -1.101
C 0.362 1.418 1.616 0.870
C 1.049 2.167 2.617 -0.310
C 2.056 1.583 3.421 0.239
O 2.932 2.288 4.190 -0.487
C 2.945 3.725 4.086 -0.801
C 2.198 0.180 3.386 -1.237
C 1.535 -0.560 2.426 -0.025
C -1.745 5.710 0.135 -1.523
C -1.003 6.535 -0.928 -0.126
C -1.542 6.151 -2.327 -0.976
C -1.332 4.666 -2.575 -0.815
N -0.686 3.986 -1.396 -0.137
C 0.676 4.643 -1.181 -1.369
C 0.519 6.130 -0.852 0.605
C 1.091 6.493 0.493 -0.613
C 2.211 5.960 1.015 -1.099
H -0.047 4.032 1.217 -0.511
H -1.569 3.060 2.791 0.503
H -1.665 1.718 -1.097 0.472
H -1.143 -0.730 -1.203 0.550
H 0.868 3.247 2.705 0.452
H 3.798 4.062 4.664 0.319
H 3.073 4.063 3.050 0.299
H 2.039 4.153 4.531 0.333
H 2.892 -0.281 4.081 0.467
H 1.723 -1.623 2.359 0.538
H -2.830 5.889 0.116 0.376
H -1.372 5.925 1.151 0.439
H -1.114 7.605 -0.739 0.503
H -2.614 6.373 -2.386 0.424
H -1.032 6.725 -3.107 0.405
H -2.280 4.146 -2.765 0.350
H -0.669 4.486 -3.431 0.432
H 1.249 4.074 -0.438 0.403
H 1.197 4.546 -2.146 0.328
H 1.062 6.660 -1.656 0.547
H 0.564 7.319 1.001 0.405
H 2.575 6.257 2.008 0.336
H 2.860 5.291 0.437 0.378

***

Entry 3:
101
Properties=species:S:1:pos:R:3:mulliken_charge:R:1 method="wB97M-V/def2-TZVPD" total_charge=0 e_above_lowest_kcal_mol=134.09 homo_lumo_gap_ev="5.898 / 6.555" s2=8.827 spin_multiplicity=6 e_lumo_ev="0.40 / -0.07"
Ru 10.816 13.871 15.225 0.050
C 13.802 13.264 9.326 -1.507
C 13.176 12.954 10.611 0.341
C 13.666 12.015 11.479 -1.407
C 13.008 11.705 12.689 0.027
C 11.850 12.410 13.018 1.873
N 11.167 12.195 14.198 0.586
C 11.139 10.900 14.711 -1.176
C 10.721 9.798 13.895 -0.413
C 10.813 8.500 14.348 -0.874
C 11.410 8.182 15.589 0.897
C 11.482 6.744 16.086 -1.417
C 11.785 9.225 16.383 -0.669
C 11.767 10.546 15.884 -0.012
N 12.436 11.503 16.663 0.515
C 13.831 11.711 16.544 -0.043
C 14.117 13.003 16.858 -1.662
C 13.033 13.617 17.401 -0.316
N 11.846 12.797 17.092 1.153
C 11.303 13.361 12.144 -1.646
C 11.939 13.606 10.970 -0.279
N 10.047 13.973 12.449 1.123
C 9.198 13.953 11.350 -0.336
C 8.216 14.845 11.045 -1.140
C 7.858 16.187 11.640 -0.747
N 9.741 14.473 13.643 -0.796
H 14.342 12.385 8.983 0.416
H 14.547 14.075 9.332 0.268
H 13.047 13.465 8.570 0.354
H 14.595 11.595 11.108 0.347
H 13.406 10.931 13.290 0.556
H 10.342 10.063 12.927 0.556
H 10.541 7.691 13.680 0.385
H 11.488 6.767 17.202 0.338
H 12.334 6.078 15.812 0.263
H 10.564 6.211 15.822 0.375
H 12.101 9.043 17.385 0.389
H 14.399 10.847 16.118 0.346
H 15.155 13.353 16.879 0.443
H 12.720 14.610 17.709 0.523
H 11.457 14.249 10.239 0.471
H 9.426 13.209 10.611 0.542
H 7.592 14.619 10.172 0.507
H 7.265 16.714 10.900 1.194
C 5.897 15.602 14.761 -0.788
C 6.216 15.329 13.301 0.630
O 7.125 16.233 12.852 -0.356
O 5.768 14.404 12.700 -0.531
H 4.987 15.113 15.118 0.367
H 5.608 16.660 14.900 0.303
H 6.762 15.220 15.337 -0.017
C 8.345 11.268 20.230 -1.852
C 9.653 12.042 19.894 1.282
C 10.620 11.668 20.955 -1.826
O 10.264 11.651 18.673 -0.795
B 10.824 12.741 18.131 1.146
O 10.478 13.894 18.835 -0.685
C 9.419 13.552 19.790 1.720
C 8.104 13.842 19.103 -1.890
C 9.591 14.356 21.048 -2.068
H 8.576 10.199 20.270 0.489
H 7.539 11.411 19.528 0.388
H 7.928 11.632 21.180 0.331
H 10.833 10.578 21.063 0.343
H 10.257 11.968 21.906 0.467
H 11.558 12.270 20.843 0.287
H 8.053 13.289 18.193 0.446
H 8.056 14.903 18.798 0.463
H 7.226 13.586 19.656 0.401
H 10.614 14.436 21.447 0.299
H 8.975 13.847 21.823 0.382
H 9.218 15.316 20.793 0.526
C 8.812 18.876 13.403 -1.156
C 8.797 18.270 12.056 0.230
O 9.017 16.932 11.934 -0.197
C 8.457 18.995 10.902 0.900
C 8.364 18.388 9.639 -0.206
C 7.729 18.988 8.598 -0.601
C 7.147 20.268 8.709 -0.609
C 7.333 20.901 9.910 -0.604
C 8.023 20.346 10.927 -0.670
H 8.582 18.135 14.130 0.215
H 8.135 19.723 13.508 0.476
H 9.825 19.249 13.746 0.178
H 8.779 17.387 9.560 0.470
H 7.718 18.572 7.600 0.370
H 6.669 20.692 7.828 0.382
H 6.882 21.882 10.033 0.354
H 8.187 20.937 11.794 0.428
C 12.085 16.431 13.997 -0.654
C 11.584 16.681 15.407 0.114
N 10.932 15.826 16.114 0.783
C 10.340 16.507 17.157 -0.582
C 10.670 17.850 17.076 -0.705
N 11.484 17.930 15.974 -0.001
H 11.239 16.531 13.279 -0.213
H 12.519 15.411 14.006 0.080
H 12.940 17.089 13.814 0.615
H 9.699 16.069 17.904 0.064
H 10.419 18.681 17.717 0.435
H 11.962 18.793 15.761 0.246

***

Entry 4:
99
Properties=species:S:1:pos:R:3:mulliken_charge:R:1 method="wB97M-V/def2-TZVPD" total_charge=-1 e_above_lowest_kcal_mol=26.54 homo_lumo_gap_ev=6.484 e_lumo_ev=2.42
In -0.488 15.961 17.653 1.187
C -4.404 16.468 13.835 -1.715
C -3.103 16.128 14.568 0.796
C -2.062 17.205 14.083 -0.807
P -3.105 16.162 16.434 0.148
C -4.114 14.693 16.968 1.029
C -4.234 14.813 18.487 -1.246
C -5.401 14.378 16.230 -1.698
C -3.872 17.674 17.064 1.230
C -5.208 17.691 17.387 -0.623
C -5.872 18.899 17.699 -1.102
C -5.147 20.108 17.904 -0.890
C -3.705 20.051 17.678 -0.726
C -3.087 18.915 17.187 -0.672
N -1.773 18.724 17.172 1.012
C -0.863 19.730 17.247 -0.525
C -1.123 20.877 16.437 -0.526
C -0.151 21.820 16.277 -0.915
C 1.012 21.736 17.036 -0.802
C 1.324 20.652 17.791 -0.744
C 0.409 19.576 17.873 0.107
P 0.899 18.066 18.778 0.934
C 2.800 18.048 18.405 0.770
C 3.164 17.716 17.000 -1.848
C 3.518 17.013 19.361 -2.432
C 0.464 18.271 20.599 0.368
C 0.728 17.092 21.604 -1.343
C -1.035 18.648 20.568 -1.052
H -4.204 16.527 12.733 0.504
H -4.885 17.399 14.135 0.265
H -5.050 15.608 13.795 0.420
H -2.578 15.201 14.315 0.311
H -2.357 17.851 13.220 0.349
H -1.152 16.703 13.711 0.051
H -1.734 17.893 14.890 0.138
H -3.425 13.895 16.709 0.349
H -3.450 15.535 18.863 0.000
H -4.109 13.863 18.981 0.576
H -5.136 15.289 18.892 0.233
H -5.885 15.259 15.836 0.285
H -6.105 13.836 16.841 0.424
H -5.133 13.766 15.372 0.378
H -5.924 16.826 17.331 0.069
H -6.920 18.963 17.989 0.344
H -5.485 21.133 18.088 0.360
H -3.031 20.875 17.848 0.507
H -2.038 20.875 15.917 0.562
H -0.067 22.516 15.389 0.269
H 1.623 22.676 17.152 0.261
H 2.287 20.540 18.311 0.323
H 3.252 19.012 18.597 0.657
H 4.273 17.591 16.921 0.591
H 2.946 18.521 16.279 0.281
H 2.709 16.812 16.578 0.162
H 4.566 17.219 19.235 0.564
H 3.269 16.001 19.192 0.451
H 3.299 17.193 20.352 0.628
H 1.029 19.144 20.987 0.694
H -0.169 16.486 21.737 0.365
H 1.074 17.510 22.574 0.314
H 1.519 16.462 21.270 0.255
H -1.608 17.688 20.303 0.074
H -1.298 19.422 19.778 0.168
H -1.344 19.087 21.488 0.585
Cl -0.204 10.088 21.167 -0.257
C 0.210 11.552 20.387 0.391
C 1.472 11.554 19.699 0.206
Cl 2.337 10.141 19.514 -0.244
C 1.966 12.773 19.255 0.124
Cl 3.545 13.160 18.753 -0.246
C 1.064 13.824 19.032 -0.248
O 1.369 14.778 18.219 -0.283
C -0.261 13.813 19.664 -0.422
O -1.087 14.816 19.322 -0.351
C -0.609 12.701 20.403 0.151
Cl -2.111 12.721 21.242 -0.227
C 3.965 11.521 12.189 -1.676
C 2.913 12.255 12.840 0.933
C 1.790 11.624 13.376 -0.910
C 0.920 12.283 14.255 1.221
C -0.043 11.455 15.072 -1.204
C 1.081 13.660 14.540 -0.045
C 2.017 14.378 13.764 0.937
C 2.199 15.900 13.613 -1.560
C 2.978 13.696 12.971 -1.471
C 0.295 14.353 15.551 1.524
O 0.565 15.582 15.802 -0.614
O -0.732 13.827 16.070 -0.733
H 4.729 11.129 12.906 0.271
H 4.656 12.018 11.508 0.361
H 3.560 10.625 11.788 0.391
H 1.551 10.588 13.162 0.314
H -0.996 11.962 15.215 0.086
H 0.347 11.375 16.066 0.254
H -0.161 10.426 14.578 0.338
H 2.967 16.366 14.246 0.388
H 1.322 16.543 13.823 0.007
H 2.522 16.185 12.635 0.558
H 3.578 14.283 12.302 0.353